No. 1
26
Properties=species:S:1:pos:R:3:forces:R:3:mulliken_charge:R:1 method="wB97M-V/def2-TZVPD" e_homo_ev=-12.1 relative_energy_kcal_mol=33.3 gap_ha=0.3007 e_lumo_ev=-3.951 total_charge=+1 largest_force_ev_per_a=3.80
S -2.423198 0.723246 -3.048154 -0.9887 -0.3656 0.4854 -0.072
N 0.457654 1.437265 -0.025972 1.5063 1.1679 -0.3172 -0.526
N 1.776444 -0.575855 -0.042388 0.6640 -1.3298 1.2279 -0.179
C 1.428622 -1.319804 2.331791 1.4993 -0.2511 -0.3526 -1.117
C -0.351589 -0.590745 -2.645758 -0.3325 -0.3100 0.4283 -0.374
C -2.356335 -0.243294 -1.601793 1.9601 0.8080 -1.2148 -0.151
C -0.738207 0.805006 1.969998 -1.4895 3.2383 1.1142 -1.441
C -1.094941 -0.830289 -1.449691 -2.6785 0.5282 -1.5460 -0.713
C -0.934963 0.182807 -3.609577 0.1591 -0.3614 2.0824 -0.548
C 1.284915 -0.460030 1.172109 1.4678 1.7394 -3.0427 0.029
C 0.610149 0.873513 1.325798 -0.3440 1.1518 -0.6988 0.664
H -0.913828 -1.547354 -0.667131 0.3790 -0.0502 0.0027 0.480
H -1.028433 1.964397 2.176545 -0.0073 -2.7536 -1.1494 0.327
H 2.331018 -0.937152 2.933400 -1.0262 -0.8592 -0.9258 0.323
H -0.790580 0.500172 2.977314 0.5855 -0.7812 1.3828 0.562
H 0.532803 -1.109903 -2.820024 1.6548 -0.5847 -0.3212 0.468
H 1.341862 1.510013 1.921885 -0.9193 -0.6694 -0.6098 0.360
H -1.499459 0.174658 1.480996 0.3476 0.7814 -0.4156 0.297
H 1.480974 0.311887 -0.676895 0.4189 -1.1766 1.1960 0.417
H -3.258634 -0.250766 -1.064318 -0.6837 -0.2050 1.0564 0.432
H 1.548781 -2.360108 1.909575 -0.2314 0.8214 1.4261 0.413
H 0.570054 -1.034085 2.926654 -0.2027 -1.1021 0.4365 0.291
H -0.358386 1.204330 -0.520670 -1.5935 -1.3846 -0.2280 0.049
H 0.427328 2.434869 -0.194851 0.8526 0.3136 1.0110 0.284
H 2.451346 -1.366858 -0.255675 -1.3414 1.3185 0.0703 0.254
H -0.493396 0.504078 -4.503168 0.3437 0.3160 -1.0982 0.471

No. 2
14
Properties=species:S:1:pos:R:3:forces:R:3:mulliken_charge:R:1 method="wB97M-V/def2-TZVPD" e_homo_ev=-10.1 relative_energy_kcal_mol=167.7 gap_ha=0.3982 smiles="C[C@H](O)N(O)[N+](=O)[O-]" e_lumo_ev=0.716 total_charge=0 largest_force_ev_per_a=4.70
O 2.262669 1.106178 0.567986 1.6366 4.2325 1.2343 -0.658
O 0.530131 -1.647014 -0.236740 -1.1405 1.5359 -0.0131 -0.434
O 2.750465 -0.868051 -0.047022 2.9312 -2.0508 -0.6177 -0.757
O -0.830313 0.688164 -1.440644 0.7618 0.5120 -1.8862 -0.546
N 2.027548 0.030322 0.212097 -3.9033 -1.1255 -0.6967 1.212
N 0.686899 -0.280934 0.129047 0.0311 -1.6970 0.2603 -0.026
C -1.617386 0.259821 0.678073 -1.7819 0.8660 1.5519 -0.979
C -0.387907 0.670689 -0.139247 -1.9471 -3.5025 0.2138 0.015
H -0.848024 -0.203809 -1.781282 -0.1833 -0.5118 -0.1617 0.348
H 1.440112 -1.818714 -0.532036 0.3004 -0.4836 -0.1733 0.389
H -1.427475 -0.498914 1.455472 0.0481 0.3700 -0.3744 0.341
H -2.337122 -0.123228 -0.055843 0.2334 -0.2992 0.3494 0.296
H 0.000332 1.583353 0.008314 1.3622 3.2394 1.1838 0.533
H -2.249932 1.102138 1.181820 1.6512 -1.0854 -0.8702 0.268

No. 3
36
Properties=species:S:1:pos:R:3:forces:R:3:mulliken_charge:R:1 method="wB97M-V/def2-TZVPD" e_homo_ev=-10.4 relative_energy_kcal_mol=22.3 gap_ha=0.3737 smiles=O.O.O.O.O.O.O.O.O.O.O.O e_lumo_ev=-0.188 total_charge=0 largest_force_ev_per_a=0.39
O 21.554472 -5.469920 -14.279498 0.2837 0.0088 0.1494 -0.714
O 27.071122 -4.395703 -14.017121 0.1060 -0.1018 -0.0581 -0.421
O 24.177899 -1.228920 -13.803076 0.2234 -0.1181 0.1769 -0.607
O 22.695104 -4.188821 -16.524818 0.0561 -0.0155 0.2874 -0.657
O 28.241367 -2.261116 -12.334368 0.0148 0.1511 -0.0297 -0.603
O 26.190185 -7.357842 -14.207549 -0.0834 0.0469 -0.1416 -0.646
O 21.871531 -1.525257 -15.549916 0.1920 -0.2888 0.1339 -0.663
O 24.289400 -4.486063 -13.621331 -0.2952 0.1846 -0.1655 -0.084
O 25.831191 -2.356814 -15.774225 -0.1225 -0.3517 -0.1135 -0.670
O 22.726985 -3.007788 -11.295211 -0.0240 -0.0043 -0.0819 -0.628
O 26.605605 -6.272166 -11.430051 -0.0923 0.3217 -0.0434 -0.680
O 23.725089 -6.068330 -11.064701 -0.1676 0.1151 -0.1739 -0.659
H 25.224567 -4.228559 -13.548274 0.0302 -0.2383 -0.0668 -0.005
H 22.665328 -1.428383 -15.000779 -0.1793 0.1880 -0.0129 0.373
H 22.422165 -5.383973 -13.855733 0.0213 -0.0646 0.0346 0.313
H 27.314757 -2.519088 -12.383175 0.0681 -0.0848 -0.0192 0.302
H 22.969071 -4.851397 -17.165236 -0.1083 0.0012 0.0065 0.267
H 25.471705 -7.803384 -13.745621 0.0711 0.0173 0.0335 0.319
H 21.943102 -2.431361 -15.883594 -0.0818 0.2456 -0.2048 0.387
H 27.339975 -4.084085 -14.888731 -0.0757 0.1950 0.1058 0.218
H 23.453598 -2.509116 -11.687616 -0.0440 -0.0116 -0.0650 0.277
H 28.277752 -1.533329 -11.705710 -0.0117 -0.0807 0.0160 0.293
H 25.103091 -2.977203 -15.941718 0.0371 0.0728 -0.0668 0.324
H 21.068341 -6.108919 -13.750215 -0.0780 0.0492 -0.1080 0.307
H 23.813190 -3.689753 -13.894993 0.1504 0.0112 0.1700 0.237
H 24.940932 -1.428192 -14.375543 -0.0415 0.1092 -0.0552 0.332
H 21.932388 -2.587003 -11.642844 0.0439 -0.0270 0.0054 0.318
H 25.677212 -6.078598 -11.218865 0.1044 -0.1847 0.0518 0.388
H 24.327088 -0.339738 -13.465037 -0.0563 -0.0171 -0.0419 0.261
H 23.116999 -6.784974 -11.267446 0.0560 -0.0069 0.0767 0.297
H 22.193382 -4.671390 -15.839570 0.0740 -0.0699 -0.3069 0.354
H 26.632961 -6.208480 -12.393018 -0.0161 -0.3167 0.0279 0.284
H 25.770528 -6.622278 -14.669643 0.0057 0.0167 0.1079 0.318
H 23.428895 -5.311122 -11.595474 0.0975 0.0423 0.2021 0.322
H 26.106395 -2.059963 -16.648951 -0.0661 0.1188 0.0719 0.281
H 27.870352 -4.751115 -13.608119 -0.0919 0.0870 0.0978 0.261

No. 4
15
Properties=species:S:1:pos:R:3:forces:R:3:mulliken_charge:R:1 method="wB97M-V/def2-TZVPD" e_homo_ev="-12.4 / -15.5" multiplicity=3 relative_energy_kcal_mol=0.0 gap_ha="0.3244 / 0.2763" e_lumo_ev="-3.529 / -8.026" total_charge=+1 largest_force_ev_per_a=3.29
Cl -2.392030 -0.815442 -0.523020 0.3035 -0.5178 -0.2129 -0.070
N 0.650689 -1.718684 0.340807 -1.7450 0.3210 1.0965 -0.345
N 0.119419 0.500840 -0.153329 -2.8293 -0.1884 0.9906 -0.194
C 0.921689 -0.522225 -0.166120 -0.0356 0.0512 -0.8009 0.877
C -1.550511 0.481453 0.061261 2.3188 0.0624 -0.4756 0.286
C 2.298753 -0.354229 -0.768969 -0.8246 -3.1563 0.4429 -1.157
C -2.199936 1.711863 0.527832 2.3317 1.0751 0.2149 -0.897
H -2.578887 2.292217 -0.296273 -0.3580 0.1806 -0.7028 0.305
H -1.375289 2.392797 0.944812 -1.5057 -1.0270 0.0751 0.288
H -0.076847 -1.954811 1.015416 -0.4921 0.8788 -0.6103 0.248
H 2.940688 -0.523530 0.086889 0.5619 -0.1494 -0.0469 0.355
H 2.444657 -1.132596 -1.562113 -0.0283 0.5816 0.8181 0.350
H -3.041559 1.462509 1.158692 0.0673 0.1711 0.5637 0.338
H 1.343168 -2.386065 0.489913 2.0160 -0.9200 -0.3189 0.252
H 2.495991 0.565905 -1.155794 0.2194 2.6370 -1.0333 0.364

No. 5
18
Properties=species:S:1:pos:R:3:forces:R:3:mulliken_charge:R:1 method="wB97M-V/def2-TZVPD" e_homo_ev="-7.2 / -9.0" multiplicity=3 relative_energy_kcal_mol=67.9 gap_ha="0.2817 / 0.3001" e_lumo_ev="0.444 / -0.810" total_charge=0 largest_force_ev_per_a=4.45
P 1.378358 1.874821 0.104368 2.1862 -1.4880 -1.7566 -0.082
C -1.756544 0.584550 -1.077144 -1.4956 -3.8881 -1.5723 -1.165
C 0.559642 0.494462 -0.233091 -0.1790 2.1590 0.2540 -0.536
C 2.542572 -1.184689 -0.479930 -0.0240 0.0005 0.5495 -0.414
C -1.309030 -0.332751 1.168511 -2.1480 -0.2095 -0.8431 -1.282
C 3.479544 -0.611910 0.184085 0.1349 -1.0723 -0.7961 -0.642
C -0.706385 -0.200671 -0.224647 -1.3658 0.7072 -0.1709 0.844
H 0.538326 2.561276 0.867381 -2.0495 1.0817 1.5671 -0.044
H -2.851257 0.327259 -0.699963 2.3615 0.6667 -1.0076 0.289
H -1.663427 0.307006 -2.203746 -0.2044 0.8243 1.9231 0.274
H -0.927607 0.435320 1.731600 0.9783 1.7898 1.7306 0.340
H -0.444911 -1.150679 -0.592828 -0.4143 -1.7035 -0.7761 0.292
H 3.301194 -0.141165 1.081372 -0.7702 1.0809 2.1420 0.344
H 4.515330 -0.641227 0.003188 1.4279 -0.0827 -0.9236 0.258
H 2.123492 -1.636244 -1.323219 -0.1661 -0.6383 -0.9238 0.458
H -1.464157 1.544550 -0.869480 -0.1515 2.7482 -0.0458 0.409
H -0.960057 -1.252983 1.547038 -0.1274 -1.0833 0.9812 0.376
H -2.459702 -0.165622 1.231546 2.0070 -0.8927 -0.3315 0.282